Entry 1:
C4H10AlO2 | ωB97M-V/def2-TZVPD

Cartesian coordinates (Å):
Al 0.218 -0.326 -3.392
C -2.478 1.525 -0.246
O -1.245 0.821 -0.370
C -0.791 0.151 0.719
C 0.724 -0.148 0.673
O 1.211 -0.763 -0.484
C 2.476 -1.393 -0.286
H -3.295 0.791 -0.037
H -2.704 1.997 -1.199
H -2.450 2.266 0.579
H -1.272 -0.875 0.761
H -1.048 0.710 1.632
H 0.925 -0.814 1.527
H 1.261 0.837 0.811
H 3.318 -0.682 -0.144
H 2.704 -2.033 -1.139
H 2.446 -2.065 0.597

Results
HOMO-LUMO gap, hartree: 0.1540
Net charge: +3
ΔE to the lowest compared entry with this formula, charge and spin, kcal per mole: 5.9
Total energy, eV: -14961.12397

***

Entry 2:
C4H7NO | ωB97M-V/def2-TZVPD

Cartesian coordinates (Å):
O 2.300 -0.730 -0.201
N 1.584 0.455 -0.127
C 0.328 0.252 -0.053
C -0.348 -1.125 -0.112
C -1.823 -0.905 0.052
C -0.615 1.425 -0.002
H 3.209 -0.428 -0.331
H -0.107 -1.584 -1.078
H 0.059 -1.754 0.693
H -1.456 1.171 -0.656
H -1.951 -0.704 1.138
H -0.167 2.362 -0.335
H -1.012 1.564 1.011

Results
HOMO-LUMO gap (spin up / spin down), hartree: 0.3097 / 0.3105
ΔE to the lowest compared entry with this formula, charge and spin, kcal per mole: 147.0
Total energy, eV: -7793.26875

***

Entry 3:
C47H41Cl2Ge3N2O4S2Tc | ωB97M-V/def2-TZVPD

Cartesian coordinates (Å):
Tc 1.179 -0.456 -1.220
Cl 5.998 -0.351 4.614
C 5.175 -0.601 3.160
C 4.980 -1.873 2.593
C 4.081 -2.103 1.578
C 3.279 -1.054 1.062
O 2.142 -1.306 0.423
C 3.764 0.285 1.384
C 3.294 1.376 0.646
O 2.423 1.336 -0.269
C 4.581 0.522 2.513
H 5.515 -2.717 3.040
H 3.880 -3.097 1.184
H 3.651 2.376 0.957
H 4.730 1.512 2.979
S 0.259 -0.250 -3.340
C -1.210 -1.152 -3.198
S -1.692 -1.673 -1.542
C -2.134 -1.273 -4.246
C -3.308 -2.006 -4.097
N -4.322 -2.570 -3.928
C -2.029 -0.614 -5.468
N -1.951 0.011 -6.466
C 3.174 3.735 -2.453
Ge 1.234 3.400 -2.719
C 0.243 5.198 -2.503
C 1.100 2.728 -4.598
Ge -0.231 1.887 -1.197
C -0.470 3.015 0.465
C 0.570 3.879 0.815
C 0.419 4.831 1.820
C -0.770 4.875 2.552
C -1.750 3.908 2.298
C -1.640 2.981 1.222
C -2.167 1.975 -1.969
C -3.195 1.275 -1.332
C -4.512 1.351 -1.780
C -4.832 2.151 -2.862
C -3.820 2.839 -3.512
C -2.486 2.706 -3.107
H 3.444 4.643 -2.982
H 3.745 2.921 -2.861
H 3.422 3.826 -1.404
H 0.715 5.922 -3.185
H 0.397 5.495 -1.464
H -0.827 5.030 -2.657
H 1.317 3.640 -5.183
H 0.113 2.362 -4.807
H 1.839 1.971 -4.785
H 1.527 3.812 0.281
H 1.242 5.532 2.033
H -0.937 5.660 3.287
H -2.665 3.902 2.900
H -2.440 2.248 1.020
H -2.939 0.591 -0.501
H -5.274 0.821 -1.200
H -5.869 2.243 -3.178
H -4.056 3.538 -4.310
H -1.739 3.236 -3.687
Cl 4.623 -2.168 -4.637
C 4.671 -0.995 -3.308
C 3.265 -0.808 -2.715
O 2.586 -1.822 -2.380
O 2.800 0.347 -2.529
H 5.090 -0.048 -3.678
H 5.333 -1.423 -2.548
C -0.122 -1.983 -0.737
Ge -0.670 -2.320 1.175
C 0.008 -1.279 2.717
C -0.277 0.090 2.767
C 0.201 0.906 3.778
C 1.044 0.374 4.789
C 1.337 -0.994 4.742
C 0.855 -1.789 3.704
C -0.336 -4.257 1.478
C 0.327 -5.113 0.592
C 0.405 -6.482 0.873
C -0.136 -7.011 2.028
C -0.703 -6.118 2.958
C -0.828 -4.767 2.678
C -2.609 -2.172 1.541
C -3.209 -1.208 2.387
C -4.591 -0.953 2.311
C -5.428 -1.854 1.687
C -4.852 -2.967 1.058
C -3.471 -3.126 0.988
H 0.335 -2.942 -1.050
H -0.914 0.521 1.986
H -0.121 1.961 3.798
H 1.403 1.010 5.588
H 2.011 -1.470 5.443
H 1.159 -2.848 3.688
H 0.766 -4.748 -0.343
H 0.932 -7.124 0.139
H -0.102 -8.082 2.251
H -1.104 -6.483 3.900
H -1.292 -4.056 3.387
H -2.580 -0.636 3.073
H -4.962 -0.088 2.872
H -6.508 -1.759 1.669
H -5.455 -3.779 0.620
H -3.050 -3.984 0.445

Results
HOMO-LUMO gap (spin up / spin down), hartree: 0.2130 / 0.2032
Spin multiplicity: 3
Net charge: -2
ΔE to the lowest compared entry with this formula, charge and spin, kcal per mole: 0.0
Total energy, eV: -279037.29267

***

Entry 4:
C55H60N6O2S3Sc | ωB97M-V/def2-TZVPD

Cartesian coordinates (Å):
Sc -0.247 -0.167 -0.378
C 2.158 0.632 8.416
C 1.502 0.789 7.070
C 2.162 1.400 6.009
C 1.552 1.551 4.772
C 0.249 1.116 4.592
C -0.438 0.512 5.636
C 0.200 0.343 6.856
S -1.351 0.200 2.705
O -0.319 1.361 3.359
O -2.655 0.420 3.320
N -1.321 0.809 1.192
C -1.921 2.048 0.897
C -2.364 2.995 1.792
C -2.959 4.194 1.348
C -3.125 4.465 0.022
C -2.663 3.530 -0.931
C -2.791 3.718 -2.323
C -2.308 2.777 -3.188
C -1.659 1.649 -2.665
N -1.511 1.443 -1.372
C -2.043 2.345 -0.491
H 3.196 0.962 8.390
H 2.138 -0.407 8.750
H 1.641 1.224 9.173
H 3.175 1.762 6.145
H 2.071 2.026 3.950
H -1.462 0.193 5.501
H -0.339 -0.131 7.668
H -2.281 2.814 2.852
H -3.300 4.904 2.090
H -3.599 5.378 -0.314
H -3.278 4.613 -2.691
H -2.402 2.886 -4.259
H -1.248 0.897 -3.329
S 2.004 -0.473 1.274
C 2.087 -2.059 1.773
N 3.201 -2.616 2.210
C 3.202 -4.015 2.626
C 1.984 -4.272 3.466
N 0.795 -3.903 2.695
C -0.449 -4.616 3.067
C -1.115 -3.964 4.255
C -2.128 -3.025 4.072
C -2.709 -2.402 5.166
C -2.286 -2.717 6.450
C -1.287 -3.660 6.641
C -0.706 -4.284 5.546
C 0.826 -2.914 1.814
S -0.475 -2.571 0.822
C 4.458 -1.886 2.415
C 4.782 -1.831 3.888
C 6.021 -2.256 4.350
C 6.308 -2.228 5.709
C 5.351 -1.791 6.611
C 4.110 -1.365 6.153
C 3.829 -1.377 4.795
H 4.106 -4.198 3.202
H 3.208 -4.662 1.744
H 2.013 -3.713 4.405
H 1.915 -5.334 3.695
H -0.153 -5.636 3.307
H -1.108 -4.644 2.204
H -2.466 -2.783 3.075
H -3.488 -1.669 5.007
H -2.744 -2.235 7.304
H -0.966 -3.919 7.641
H 0.060 -5.036 5.701
H 4.351 -0.894 1.981
H 5.243 -2.416 1.871
H 6.766 -2.610 3.647
H 7.276 -2.557 6.060
H 5.570 -1.780 7.670
H 3.358 -1.012 6.848
H 2.864 -1.020 4.448
C 0.997 3.872 -1.225
C 1.493 2.706 -0.368
C 1.690 3.137 1.085
C 2.734 2.064 -0.959
C 3.951 2.723 -0.851
C 5.118 2.147 -1.325
C 5.078 0.875 -1.866
C 3.881 0.175 -1.992
C 3.931 -1.274 -2.449
C 4.765 -2.110 -1.472
C 4.459 -1.417 -3.876
C 2.700 0.814 -1.597
N 1.446 0.168 -1.763
C 1.168 -0.397 -2.909
C 0.002 -1.156 -3.104
C -0.510 -1.666 -4.301
C -1.782 -2.134 -4.012
C -2.014 -1.894 -2.644
N -0.933 -1.318 -2.082
C -3.281 -2.238 -1.891
C -3.218 -3.708 -1.450
C -3.474 -1.334 -0.673
C -4.490 -2.049 -2.815
H 0.124 4.341 -0.768
H 0.732 3.541 -2.231
H 1.780 4.627 -1.316
H 0.688 1.957 -0.387
H 2.357 3.998 1.145
H 2.120 2.334 1.685
H 0.734 3.417 1.529
H 3.988 3.700 -0.386
H 6.058 2.677 -1.248
H 6.000 0.407 -2.186
H 2.923 -1.692 -2.418
H 5.811 -1.797 -1.467
H 4.733 -3.164 -1.753
H 4.375 -2.007 -0.456
H 5.482 -1.044 -3.952
H 3.854 -0.856 -4.591
H 4.462 -2.464 -4.181
H 1.851 -0.266 -3.749
H -0.006 -1.671 -5.255
H -2.469 -2.595 -4.701
H -2.362 -3.891 -0.800
H -3.130 -4.365 -2.315
H -4.127 -3.976 -0.907
H -2.697 -1.469 0.083
H -4.420 -1.573 -0.182
H -3.504 -0.282 -0.957
H -4.449 -2.714 -3.677
H -4.549 -1.021 -3.177
H -5.406 -2.273 -2.267

Results
HOMO-LUMO gap, hartree: 0.2307
Net charge: +1
ΔE to the lowest compared entry with this formula, charge and spin, kcal per mole: 0.0
Total energy, eV: -124252.12692

***

Entry 5:
C3H12N2O2 | ωB97M-V/def2-TZVPD

Cartesian coordinates (Å):
C -2.191 0.637 -0.635
C -0.842 -0.018 -0.477
N 0.330 0.714 -0.893
C -0.726 -1.288 -0.044
N 0.385 -1.804 0.667
H -2.124 1.681 -0.331
H -2.522 0.613 -1.680
H -2.938 0.142 -0.020
H 0.501 1.550 -0.348
H 0.467 0.749 -1.883
H -1.466 -2.024 -0.353
H 1.247 -1.633 0.155
H 0.293 -2.793 0.848
O 0.078 1.308 2.020
H 0.141 0.656 1.323
H 0.839 1.056 2.561
O 2.869 -0.073 -0.007
H 2.038 0.176 -0.472
H 3.619 0.352 -0.431

Results
HOMO-LUMO gap, hartree: 0.3278
Structure (SMILES): C/C(N)=C/N.O.O
ΔE to the lowest compared entry with this formula, charge and spin, kcal per mole: 40.8
Total energy, eV: -10379.78201

***

Entry 6:
C4H13N3 | ωB97M-V/def2-TZVPD

Cartesian coordinates (Å):
C 1.923 -0.248 0.583
C 0.514 -1.783 -0.610
C -1.406 0.564 1.100
C -1.649 0.582 -1.376
N 2.259 0.944 1.059
N 0.826 -0.491 -0.018
N -0.867 0.793 -0.197
H 2.657 -1.077 0.496
H -0.022 -1.813 -1.553
H -0.106 -2.413 0.044
H 1.395 -2.261 -0.973
H -0.628 0.337 1.751
H -1.858 1.466 1.418
H -2.037 -0.252 1.047
H -2.659 0.920 -1.086
H -1.389 1.104 -2.254
H -1.566 -0.519 -1.806
H 3.231 1.069 1.443
H 1.592 1.654 1.350
H -0.209 1.423 -0.417

Results
HOMO-LUMO gap, hartree: 0.2629
Net charge: +2
ΔE to the lowest compared entry with this formula, charge and spin, kcal per mole: 150.2
Total energy, eV: -8807.06576

***

> What is the formula in the fifth record?

C3H12N2O2

***

> The lowest total energy belongs to which entry?

C47H41Cl2Ge3N2O4S2Tc

***

> Which value of ΔE to the lowest compared entry with this formula, charge and spin does entry 1 give?

5.9 kcal per mole

***

> Look up the ΔE to the lowest compared entry with this formula, charge and spin of the fourth one.

0.0 kcal per mole